C10H12IrNO5 | wB97M-V/def2-TZVPD

Calculated values
Strongest force on any atom, eV/A: 0.92
Gap between HOMO and LUMO, eV: 7.78
DFT total energy, eV: -25112.7867
Net charge: +2

Geometry as XYZ:
```
29
C10H12IrNO5 (wB97M-V/def2-TZVPD)
Ir 0.35089 0.01869 -0.09015
O -0.68357 -0.32504 -4.03076
C -0.35348 -0.44932 -2.79643
O -0.47387 0.44907 -1.95112
C 0.15400 -1.80995 -2.38600
O 0.87159 -1.68282 -1.12990
C 2.33876 -1.72886 -1.26158
C 2.82872 -0.31180 -1.47220
O 3.77479 0.03266 -2.09382
O 2.04667 0.60428 -0.83243
H -1.04079 0.56008 -4.24098
H 0.79128 -2.24294 -3.15438
H -0.69838 -2.47081 -2.21798
H 2.61763 -2.39045 -2.07630
H 2.70768 -2.12666 -0.31771
N 0.79413 -0.34685 1.94736
C -0.38980 0.44364 2.17640
C -0.39521 1.60033 1.36065
C -1.53029 2.42561 1.32104
C -2.61591 2.08102 2.10111
C -2.59612 0.91993 2.87996
C -1.49529 0.07012 2.91526
H 0.77027 -1.29140 2.32517
H 1.65767 0.10774 2.24742
H 0.55826 1.98711 0.95583
H -1.52840 3.32738 0.72447
H -3.49375 2.71250 2.11434
H -3.46656 0.67145 3.47359
H -1.50092 -0.83473 3.50914
```



C10H12N2 | wB97M-V/def2-TZVPD

Calculated values
Strongest force on any atom, eV/A: 3.59
Gap between HOMO and LUMO, eV: 8.57
Structure (SMILES): C#CCN(C)C(=C)c1ccc[nH]1
DFT total energy, eV: -13540.0909
Net charge: 0
ΔE to the lowest compared entry with this formula, charge and spin, eV: 4.7104

Geometry as XYZ:
```
24
C10H12N2 (wB97M-V/def2-TZVPD)
C -1.12594 -1.95330 4.20534
C -0.76984 -1.14963 3.41112
C -0.43341 0.00908 2.47966
N -0.64399 -0.16319 1.07510
C -2.00055 -0.14492 0.58643
C 0.40870 0.36786 0.29333
C 1.53092 -0.38976 0.35070
C 0.35448 1.56952 -0.59390
C 1.02763 1.86128 -1.73295
C 0.36664 3.03773 -2.35700
C -0.41440 3.54732 -1.40679
N -0.57327 2.62273 -0.38212
H -1.13016 -2.80747 4.79398
H -0.88103 0.89258 2.90638
H 0.62194 0.00865 2.75473
H -2.73891 0.42858 1.35801
H -2.21336 -1.12923 0.31804
H -2.13514 0.42494 -0.36745
H 2.30439 -0.33437 -0.35653
H 1.50412 -1.32712 0.93995
H 1.80073 1.30591 -2.21504
H 0.49631 3.50750 -3.35195
H -0.98878 4.45436 -1.36443
H -1.19696 2.61892 0.46236
```



C10H12N2 | wB97M-V/def2-TZVPD

Calculated values
Strongest force on any atom, eV/A: 6.46
Gap between HOMO and LUMO, eV: 9.51
Structure (SMILES): c1ccc(C2N3CCCN23)cc1
DFT total energy, eV: -13540.1076
Net charge: 0
ΔE to the lowest compared entry with this formula, charge and spin, eV: 4.6937

Geometry as XYZ:
```
24
C10H12N2 (wB97M-V/def2-TZVPD)
C 2.20591 -1.34708 1.94717
C 2.32440 -0.02384 1.68080
C 1.66850 0.51159 0.52047
C 0.85261 -0.24583 -0.25857
C 0.32497 0.47594 -1.40647
N -0.64795 1.52868 -1.70653
C -1.42256 1.97286 -0.55683
C -1.94379 0.74061 0.22050
C -2.06160 -0.17296 -0.95502
N -0.98073 0.10521 -1.97095
C 0.85472 -1.70823 -0.14420
C 1.45537 -2.10734 0.94524
H 2.59269 -1.92784 2.77553
H 2.84154 0.83888 2.17338
H 1.86989 1.46976 0.01478
H 0.96617 0.45554 -2.35682
H -0.68123 2.49670 0.05157
H -2.24967 2.69097 -0.95508
H -1.53975 0.31997 1.20539
H -2.99874 0.78697 0.40395
H -2.99080 0.03292 -1.39014
H -2.13784 -1.22456 -0.45433
H 0.18547 -2.39397 -0.81030
H 1.51240 -3.27496 1.02645
```



C10H12N2O3 | wB97M-V/def2-TZVPD

Calculated values
Strongest force on any atom, eV/A: 4.04
Gap between HOMO and LUMO, eV: 8.84
Structure (SMILES): Cc1cn(/C=C2/C[C@H]2CO)c(=O)[nH]c1=O
DFT total energy, eV: -19685.8098
Net charge: 0
ΔE to the lowest compared entry with this formula, charge and spin, eV: 0.0000

Geometry as XYZ:
```
27
C10H12N2O3 (wB97M-V/def2-TZVPD)
C 1.54903 -1.14361 2.69755
C 1.75510 -0.81006 1.24233
C 0.82462 -0.04843 0.57594
N 1.04523 0.35233 -0.74858
C 0.13359 1.13302 -1.48307
C -1.12762 1.42393 -1.07382
C -2.38202 1.96832 -1.51658
C -2.16570 1.14601 -0.12921
C -2.61365 -0.34325 -0.03523
O -4.01136 -0.41582 -0.29506
C 2.20094 -0.01842 -1.37779
O 2.45008 0.29050 -2.54717
N 3.13237 -0.78725 -0.73178
C 2.93037 -1.24015 0.51405
O 3.75339 -2.03101 0.99990
H 2.32414 -0.71305 3.28592
H 1.63081 -2.24227 2.80175
H 0.59295 -0.84646 3.10008
H -0.02655 0.33740 1.09237
H 0.44408 1.60478 -2.40281
H -2.91369 1.48743 -2.34355
H -2.43772 3.06055 -1.46236
H -2.15808 1.68600 0.82838
H -2.42815 -0.65536 0.97642
H -2.07623 -0.96683 -0.75759
H -4.42217 -1.25642 -0.00808
H 3.99626 -0.97185 -1.20201
```



Question: What is the strongest force on any atom in the first record?
Answer: 0.92 eV/A



Question: Among the records above, which one has the highest net charge?
Answer: C10H12IrNO5



Question: Which of these has the lowest strongest force on any atom?
Answer: C10H12IrNO5